No. 1
Density functional theory data (ωB97M-V/def2-TZVPD) for C4H6O2 in the gas phase.

- calculated total energy (hartree) = -306.471377
- HOMO energy (eV) = -9.803
- orbital gap (eV) = 9.4150
- energy above the lowest of the compared OMol25 structures with the same formula, charge and spin (kJ/mol) = 91.7
- SMILES = CCC(=O)C=O
- LUMO (eV) = -0.388

```
! wB97M-V def2-TZVPD RIJCOSX def2/J DEFGRID3
* xyz 0 1
C -1.680 -0.269 0.782
C -0.159 -0.272 0.740
C 0.482 0.364 -0.461
O -0.079 0.787 -1.447
C 2.017 0.421 -0.404
O 2.629 0.269 0.624
H -2.079 0.733 0.964
H -2.112 -0.639 -0.152
H -2.018 -0.918 1.597
H 0.233 -1.298 0.751
H 0.279 0.196 1.630
H 2.511 0.616 -1.375
*
```

Results of the Mulliken charge analysis, in e, for atoms 1 through 8:
1. C -1.172
2. C -0.265
3. C 0.474
4. O -0.527
5. C -0.025
6. O -0.448
7. H 0.308
8. H 0.300

=====

No. 2
Density functional theory data (ωB97M-V/def2-TZVPD) for 10 unconnected molecules or ions with the total composition CH21NO11.

- calculated total energy (hartree) = -932.964366
- HOMO energy (eV) = -9.846
- orbital gap (eV) = 8.3977
- energy above the lowest of the compared OMol25 structures with the same formula, charge and spin (kJ/mol) = 483.8
- LUMO (eV) = -1.448

```
! wB97M-V def2-TZVPD RIJCOSX def2/J DEFGRID3
* xyz 0 1
N -2.680 -2.158 -2.292
H -3.251 -1.813 -1.597
H -2.222 -3.095 -2.266
H -1.844 -1.624 -2.211
H -3.176 -2.007 -3.150
C 0.325 -0.178 -0.360
O 0.983 0.696 0.161
O -1.047 -0.135 -0.242
O 0.717 -1.158 -0.848
H -1.215 0.455 0.271
O 2.009 -2.191 1.498
H 1.762 -1.639 0.748
H 2.982 -2.143 1.466
O 0.116 -3.871 -1.097
H -0.515 -3.883 -0.291
H 0.492 -3.032 -0.960
O -0.301 1.849 2.209
H 0.001 1.336 1.571
H 0.427 1.708 2.915
O 2.947 -1.452 -2.287
H 1.978 -1.499 -1.749
H 3.500 -0.959 -1.697
O -2.680 2.491 0.868
H -1.834 2.449 1.275
H -2.536 2.836 -0.166
O 2.134 3.612 1.247
H 1.807 2.843 1.585
H 1.701 3.911 0.559
O 2.153 2.716 -1.777
H 2.930 2.925 -1.276
H 1.667 2.042 -1.401
O -2.356 -0.014 3.316
H -3.210 0.230 3.011
H -1.760 0.736 2.957
*
```

Results of the Mulliken charge analysis, in e, for atoms 1 through 8:
1. N -0.379
2. H 0.338
3. H 0.384
4. H 0.225
5. H 0.382
6. C 0.585
7. O -0.734
8. O -0.348

=====

No. 3
Density functional theory data (ωB97M-V/def2-TZVPD) for a molecular structure, C60H37AuCl7N6OS.

- calculated total energy (hartree) = -6467.405451
- HOMO energy (eV) = -9.429
- orbital gap (eV) = 5.2168
- LUMO (eV) = -4.212

```
! wB97M-V def2-TZVPD RIJCOSX def2/J DEFGRID3
* xyz 1 1
Au 0.337 2.021 -0.440
Cl 4.665 -2.580 5.639
C 3.798 -2.145 4.203
C 2.525 -1.608 4.298
C 1.835 -1.270 3.148
C 2.386 -1.469 1.875
C 3.686 -1.988 1.816
C 4.386 -2.325 2.963
C 1.640 -1.088 0.664
C 0.213 -0.812 0.749
C -0.723 -1.717 1.288
C -1.973 -1.216 1.059
C -1.796 0.060 0.472
C -2.786 1.022 0.426
C -4.201 0.574 0.564
C -4.939 0.277 -0.575
C -6.251 -0.159 -0.466
C -6.818 -0.294 0.791
Cl -8.450 -0.852 0.935
C -6.097 0.007 1.937
C -4.787 0.442 1.817
C -2.531 2.394 0.395
N -1.269 2.963 0.329
C -1.413 4.290 0.537
C -0.364 5.262 0.411
C -0.638 6.630 0.933
C -0.943 7.671 0.061
C -1.211 8.942 0.546
C -1.172 9.166 1.913
Cl -1.501 10.752 2.525
C -0.876 8.141 2.798
C -0.615 6.874 2.303
C 0.793 5.007 -0.236
C 1.817 5.986 -0.557
C 2.697 5.409 -1.385
C 2.295 4.020 -1.561
N 1.149 3.805 -0.869
C 2.983 3.097 -2.332
C 2.648 1.745 -2.316
C 3.261 0.755 -3.218
C 2.734 -0.431 -2.948
C 1.758 -0.303 -1.809
N 1.798 1.131 -1.495
C 4.110 3.570 -3.193
C 5.390 3.715 -2.665
C 6.439 4.162 -3.454
C 6.204 4.458 -4.787
Cl 7.510 5.011 -5.781
C 4.939 4.319 -5.336
C 3.898 3.879 -4.533
C -2.767 4.589 0.791
C -3.467 3.412 0.671
N -0.436 0.269 0.265
H 2.083 -1.442 5.271
H 0.855 -0.821 3.247
H 4.181 -2.144 0.865
H 5.387 -2.728 2.895
H -0.449 -2.645 1.754
H -2.926 -1.649 1.319
H -4.488 0.381 -1.554
H -6.831 -0.395 -1.347
H -6.558 -0.103 2.908
H -4.215 0.679 2.707
H -0.973 7.486 -1.006
H -1.447 9.754 -0.128
H -0.849 8.338 3.861
H -0.386 6.068 2.989
H 1.815 7.001 -0.194
H 3.570 5.846 -1.842
H 4.000 1.004 -3.962
H 2.946 -1.381 -3.417
H 5.569 3.477 -1.623
H 7.433 4.277 -3.043
H 4.775 4.559 -6.378
H 2.904 3.778 -4.954
H -3.150 5.572 1.007
H -4.526 3.256 0.797
Cl -5.454 -4.164 1.793
C -3.888 -4.442 1.107
C -2.784 -4.556 1.934
C -1.544 -4.752 1.354
C -1.363 -4.856 -0.023
C 0.030 -5.170 -0.531
C 0.596 -4.299 -1.659
N 0.848 -2.876 -1.414
C 1.919 -2.472 -0.653
C 2.316 -1.083 -0.629
N 0.437 -0.700 -2.253
C 0.124 -1.926 -2.114
O 0.097 -6.466 -1.097
C 0.438 -7.515 -0.201
C -0.608 -7.775 0.837
C -0.429 -7.662 2.181
Cl 1.001 -7.160 2.996
S -1.845 -8.010 3.081
C -2.724 -8.306 1.638
C -1.951 -8.154 0.534
C -2.506 -4.770 -0.813
Cl -2.462 -5.003 -2.539
C -3.761 -4.548 -0.266
H -2.895 -4.496 3.008
H -0.675 -4.848 1.997
H 0.705 -5.101 0.334
H -0.056 -4.359 -2.524
H 1.542 -4.761 -1.948
H 2.464 -3.236 -0.118
H 3.389 -0.898 -0.559
H -0.808 -2.299 -2.532
H 1.402 -7.305 0.273
H 0.558 -8.388 -0.841
H -3.760 -8.599 1.691
H -2.310 -8.301 -0.476
H -4.629 -4.482 -0.907
*
```

Results of the Mulliken charge analysis, in e, for atoms 1 through 8:
1. Au 2.147
2. Cl -0.210
3. C 0.318
4. C -1.162
5. C -0.186
6. C 1.673
7. C -0.559
8. C -1.239

=====

No. 4
Density functional theory data (ωB97M-V/def2-TZVPD) for a gas-phase ion, CHINO6PS (charge -2).

- calculated total energy (hartree) = -1582.199312
- HOMO energy (eV) = -1.661
- orbital gap (eV) = 6.4634
- energy above the lowest of the compared OMol25 structures with the same formula, charge and spin (kJ/mol) = 0.0
- LUMO (eV) = 4.803

```
! wB97M-V def2-TZVPD RIJCOSX def2/J DEFGRID3
* xyz -2 1
C 1.522 -0.720 0.540
N 0.755 -0.775 1.540
O 1.132 -0.310 -2.114
O -0.598 -1.753 -0.864
O 0.499 0.064 2.427
O -0.565 0.816 -0.607
O -2.399 2.419 0.391
O -3.204 0.556 -0.918
P 0.146 -0.482 -1.022
S -2.319 0.971 0.176
I 3.121 0.855 0.312
H 1.910 -1.640 0.139
*
```

Results of the Mulliken charge analysis, in e, for atoms 1 through 8:
1. C -0.336
2. N -0.010
3. O -0.707
4. O -0.681
5. O -0.489
6. O -0.346
7. O -0.576
8. O -0.564

=====

No. 5
Density functional theory data (ωB97M-V/def2-TZVPD) for a molecular structure, C2HFI2O.

- calculated total energy (hartree) = -847.257567
- HOMO energy (eV) = -9.721
- orbital gap (eV) = 8.7843
- energy above the lowest of the compared OMol25 structures with the same formula, charge and spin (kJ/mol) = 2.5
- LUMO (eV) = -0.937

```
! wB97M-V def2-TZVPD RIJCOSX def2/J DEFGRID3
* xyz 0 1
C 0.022 -0.112 0.784
C -1.507 -0.055 0.918
O 0.768 -0.390 1.663
F -2.007 0.090 2.179
I -2.369 1.770 -0.167
I -2.274 -1.718 -0.131
H 0.389 0.080 -0.172
*
```

For reference, the Mulliken charges in units of e are:
1. C -0.030
2. C -0.103
3. O -0.393
4. F -0.193
5. I 0.094
6. I 0.195
7. H 0.429

=====

No. 6
Density functional theory data (ωB97M-V/def2-TZVPD) for C15H26FN3O3SSi in the gas phase.

- calculated total energy (hartree) = -1764.698246
- HOMO energy (eV) = -8.600
- orbital gap (eV) = 8.5983
- energy above the lowest of the compared OMol25 structures with the same formula, charge and spin (kJ/mol) = 151.6
- SMILES = CC[Si](CC)(CC)CCSCCNC(=O)n1cc(F)c(=O)[nH]c1=O
- LUMO (eV) = -0.002

```
! wB97M-V def2-TZVPD RIJCOSX def2/J DEFGRID3
* xyz 0 1
O 1.384 -4.209 3.149
O 2.681 0.100 2.699
O 3.244 -0.692 -1.526
F 1.738 -4.676 0.530
S 1.649 2.854 -0.786
C 1.744 -3.292 2.465
C 2.484 -0.988 2.138
C 3.164 -0.370 -0.314
C 2.149 -3.524 1.087
C 2.754 -2.531 0.412
N 1.920 -1.993 2.911
N 2.763 -1.180 0.742
N 3.673 0.843 0.118
C -4.248 1.844 0.693
C -1.168 -1.415 1.597
C -3.928 -0.146 -2.635
C 3.011 2.151 -1.764
C 0.481 1.649 -1.244
C 4.156 1.875 -0.800
C -3.334 0.657 0.958
C -1.336 -1.301 0.122
C -2.681 0.686 -2.226
C -0.577 1.492 -0.105
Si -2.046 0.431 -0.453
H 3.026 -2.688 -0.663
H 1.827 -1.831 3.929
H 3.331 1.205 1.079
H -5.009 2.001 1.484
H -3.660 2.761 0.745
H -4.724 1.727 -0.308
H -0.649 -0.553 1.969
H -0.723 -2.288 1.990
H -2.135 -1.347 2.114
H -3.578 -1.113 -3.058
H -4.497 0.422 -3.331
H -4.501 -0.414 -1.767
H 2.660 1.223 -2.249
H 3.422 2.850 -2.507
H 0.949 0.713 -1.524
H 0.014 1.975 -2.154
H 5.100 1.443 -1.301
H 4.418 2.867 -0.366
H -2.724 0.830 1.791
H -3.920 -0.203 1.215
H -2.114 -2.005 -0.300
H -0.379 -1.608 -0.330
H -2.954 1.753 -2.167
H -1.977 0.673 -3.056
H -0.828 2.441 0.280
H -0.051 0.902 0.718
*
```

Results of the Mulliken charge analysis, in e, for atoms 1 through 8:
1. O -0.581
2. O -0.682
3. O -0.675
4. F -0.300
5. S -0.189
6. C 0.136
7. C 0.455
8. C 0.343

=====

LUMO of number 2 (CH21NO11)?
-1.448 eV

=====

Number 1 is which compound?
C4H6O2